Entry 1:
{"formula": "C5H11N", "method": "ωB97M-V with the def2-TZVPD basis set", "species": ["N", "C", "C", "C", "C", "C", "H", "H", "H", "H", "H", "H", "H", "H", "H", "H", "H"], "xyz": [[-1.12, 0.22, 1.60], [-0.02, -1.80, 0.78], [0.09, 1.90, -0.42], [0.70, -0.33, -1.65], [-0.27, -0.32, 0.63], [0.17, 0.37, -0.42], [-0.91, 2.23, -0.72], [0.79, 2.30, -1.15], [-0.12, -0.79, -2.21], [-0.66, -2.37, 0.09], [1.39, -1.11, -1.33], [-0.42, -2.12, 1.75], [1.03, -2.08, 0.68], [-1.29, 1.21, 1.46], [-0.90, 0.03, 2.57], [1.24, 0.40, -2.26], [0.30, 2.25, 0.59]], "mulliken_spin": [-0.42, -0.12, 2.13, 0.92, 4.16, -3.03, -0.30, -0.97, -0.36, 0.08, 0.10, -0.24, -0.19, -0.23, -0.45, -0.13, 0.05], "spin_multiplicity": 2, "e_lumo_ha": [0.1632, 0.1513], "energy_ha": -251.793604, "charge": -1, "homo_lumo_gap_ha": [0.1114, 0.2927], "relative_energy_kj_mol": 15.9, "homo_ev": [1.410, -3.848]}

***

Entry 2:
{"formula": "C5H11N", "method": "ωB97M-V with the def2-TZVPD basis set", "species": ["N", "C", "C", "C", "C", "C", "H", "H", "H", "H", "H", "H", "H", "H", "H", "H", "H"], "xyz": [[-0.50, -1.36, -0.30], [0.06, -0.15, 0.02], [-1.40, -1.59, -1.39], [0.69, 0.01, 1.22], [1.42, 1.21, 1.79], [-0.04, 1.03, -0.91], [2.22, 0.79, 2.43], [0.67, 1.77, 2.34], [-0.51, -2.05, 0.43], [-1.09, -1.06, -2.29], [-1.46, -2.61, -1.77], [1.97, 1.83, 1.09], [-1.07, 1.14, -1.27], [-2.40, -1.17, -1.21], [0.28, 1.91, -0.36], [0.50, -0.77, 1.95], [0.65, 1.09, -1.77]], "mulliken_charge": [-0.23, 0.86, -0.97, -0.37, -1.33, -1.29, 0.35, 0.27, 0.20, 0.30, 0.33, 0.39, 0.36, 0.31, 0.32, 0.22, 0.26], "smiles": "C/C=C(\\C)NC", "e_lumo_ha": 0.0389, "energy_ha": -251.821436, "charge": 0, "homo_lumo_gap_ha": 0.3021, "relative_energy_kj_mol": 107.9, "homo_ev": -7.164}

***

Entry 3:
{"formula": "C5H11N", "method": "ωB97M-V with the def2-TZVPD basis set", "species": ["N", "C", "C", "C", "C", "C", "H", "H", "H", "H", "H", "H", "H", "H", "H", "H", "H"], "xyz": [[-0.37, -0.94, -0.42], [0.18, -1.13, 0.91], [-1.77, -0.66, -0.55], [0.04, 1.44, 0.63], [1.69, 0.09, -0.81], [0.54, 0.09, 0.17], [1.47, 0.59, -1.77], [-2.19, -0.05, 0.27], [0.87, -1.96, 1.03], [-0.51, -0.98, 1.74], [0.74, 1.90, 1.34], [-1.95, -0.13, -1.49], [2.46, 0.67, -0.32], [-0.92, 1.38, 1.14], [2.11, -0.88, -1.09], [-0.07, 2.15, -0.20], [-2.33, -1.59, -0.59]], "mulliken_charge": [-0.32, -0.60, -0.82, -1.44, -1.36, 1.09, 0.26, 0.29, 0.25, 0.29, 0.38, 0.27, 0.39, 0.36, 0.36, 0.30, 0.29], "smiles": "CN1CC1(C)C", "e_lumo_ha": 0.0389, "energy_ha": -251.809219, "charge": 0, "homo_lumo_gap_ha": 0.3657, "relative_energy_kj_mol": 140.0, "homo_ev": -8.891}